119
Properties=species:S:1:pos:R:3:mulliken_charge:R:1 method="wB97M-V/def2-TZVPD" de_lowest_ev=2.505 max_force_ev_per_a=5.0 gap_ev=6.95
H 18.977 14.563 15.352 0.6260
H 17.613 15.066 13.255 0.2731
H 16.642 8.411 14.188 0.0495
C 13.593 16.237 12.634 -0.0046
C 11.970 11.989 17.616 -0.5668
H 18.239 6.382 17.580 0.4178
C 17.708 7.187 17.149 -0.5459
C 16.318 14.659 14.847 0.9879
C 8.497 11.498 14.533 -0.0502
C 16.379 16.757 13.583 -1.3606
C 13.086 13.993 11.848 -1.1159
H 18.110 6.581 15.222 0.4244
H 13.303 18.148 13.758 0.4816
C 11.752 9.568 17.487 -0.8479
H 9.885 7.084 11.651 0.3797
H 8.220 11.885 13.549 0.2480
H 10.177 13.621 12.866 -0.1507
N 16.349 12.284 10.692 -0.1154
C 10.109 10.336 10.337 -0.5899
H 18.342 12.976 11.769 -0.3266
C 20.420 11.268 13.866 -0.6935
H 14.253 16.002 9.313 0.3728
H 11.245 8.154 11.699 0.2333
H 18.357 10.809 13.505 0.4870
C 9.908 11.688 10.996 -0.7576
H 22.319 12.175 14.279 0.4641
H 11.546 12.920 17.887 0.5257
C 10.918 11.008 13.937 1.0684
C 17.305 11.622 10.021 0.0649
P 16.586 12.820 14.481 1.3279
H 21.344 14.202 15.116 0.5445
C 11.313 10.771 17.867 -0.5484
H 16.051 9.832 7.737 0.3144
N 16.960 10.477 9.378 0.4860
H 19.143 10.983 8.296 0.3825
C 19.325 13.684 14.943 -0.6574
H 16.563 13.175 10.921 0.0036
H 15.286 17.041 16.613 0.3581
Cl 14.501 18.285 11.049 -0.2266
H 20.048 13.005 11.200 0.3532
H 9.261 9.619 13.833 0.2673
H 11.432 11.514 14.814 -0.9288
C 16.808 8.324 15.247 -0.1569
H 11.270 8.628 17.724 0.4510
C 16.281 9.052 17.541 -0.3430
C 10.336 7.964 11.194 -1.3768
C 20.688 13.472 14.823 -0.7952
O 12.718 12.695 12.084 -0.1636
C 15.777 10.407 8.600 -1.0579
H 14.899 14.524 16.548 0.5623
Cl 13.257 13.367 9.252 -0.2168
H 19.599 12.670 8.349 0.3678
H 18.627 9.390 10.162 0.3379
C 12.688 15.282 15.171 -1.0311
I 14.576 8.548 12.064 -0.6796
C 15.407 15.086 15.750 -1.0614
H 17.467 11.403 17.266 0.2791
H 10.699 7.623 10.199 0.3676
C 15.281 17.304 14.450 -0.1101
Ge 10.906 12.291 12.567 -0.2955
H 6.295 11.493 15.203 0.3254
C 16.763 15.516 13.781 -0.8363
H 9.890 12.478 10.231 0.4164
H 8.962 9.464 11.912 -0.1927
H 7.081 9.937 14.577 0.3132
H 11.165 10.081 10.237 0.2190
C 17.672 9.219 9.696 -1.0722
H 13.432 8.587 16.521 0.4637
N 12.529 14.578 14.132 0.2756
C 17.035 8.003 18.054 -0.8156
N 18.646 11.987 10.089 0.3781
H 17.050 7.908 19.116 0.4465
C 13.473 16.546 15.200 -0.3027
H 17.086 8.645 10.352 0.1791
C 13.849 17.145 13.811 -0.9848
C 13.933 16.649 11.359 0.5106
H 17.898 8.793 8.722 0.3587
H 9.792 10.360 9.259 0.4124
H 16.770 17.426 12.857 0.5924
H 8.557 8.835 10.314 0.4291
C 9.588 10.468 14.450 -0.8369
C 7.248 10.830 15.191 -1.3175
H 7.544 10.456 16.175 0.3364
C 19.028 11.502 13.967 -0.4504
C 13.940 15.687 10.348 -0.2195
C 18.470 12.667 14.518 0.0672
H 8.824 12.359 15.158 0.3186
C 14.953 16.505 15.674 -0.5865
P 15.203 10.539 15.458 1.3861
C 16.122 9.153 16.142 0.4367
C 19.569 11.765 8.933 -1.1346
H 20.761 10.381 13.362 0.4723
H 18.887 14.119 10.472 0.2792
H 9.750 10.165 15.507 0.1990
H 15.958 11.984 17.994 0.2458
H 12.252 14.936 16.116 0.5500
H 15.852 9.828 18.204 0.2871
H 15.442 11.362 8.350 0.3258
H 20.584 11.518 9.298 0.2642
H 15.724 18.252 14.657 0.5968
H 8.851 11.693 11.358 0.3015
C 9.391 9.107 10.959 0.1626
H 13.799 12.782 16.613 -0.3541
C 18.998 13.131 10.869 -0.4854
C 13.125 14.945 12.916 0.0901
H 16.877 13.163 17.301 0.5599
C 16.643 12.133 17.201 -1.5034
C 13.642 10.689 16.514 0.1207
H 12.929 17.288 15.741 0.5556
C 13.516 14.411 10.593 1.0224
C 21.274 12.265 14.315 -0.7408
N 16.107 11.967 15.901 0.5365
H 11.567 10.191 13.640 0.5140
C 12.913 9.538 16.703 -0.4822
C 13.172 11.926 16.902 0.1443
H 14.903 9.942 9.106 0.2202
Na 14.619 11.415 12.049 0.7392
C 17.588 7.335 15.790 -0.7864
H 10.425 10.788 18.513 0.3164



9
Properties=species:S:1:pos:R:3:mulliken_charge:R:1 method="wB97M-V/def2-TZVPD" de_lowest_ev=1.350 max_force_ev_per_a=3.1 gap_ev=10.09 smiles=C#CC#CCF
H 0.402 1.646 3.882 0.3955
F -1.470 -0.534 -2.692 -0.2999
C 0.639 0.990 1.729 -0.1715
H 0.348 -1.289 -2.574 0.1963
C 0.682 1.432 2.868 -0.1400
C 0.114 0.153 -0.691 -0.3044
C 0.527 0.528 0.401 0.2016
C -0.409 -1.012 -1.735 -0.1075
H -0.832 -1.913 -1.189 0.2300



110
Properties=species:S:1:pos:R:3:mulliken_spin:R:1 method="wB97M-V/def2-TZVPD" spin_multiplicity=2 max_force_ev_per_a=2.0 gap_ev="5.01 / 4.96" total_charge=-2 s_squared=0.800
N -2.428 -0.007 1.523 0.0112
C -7.155 2.272 2.121 -0.0002
H 1.162 3.168 -3.439 0.0004
C 4.163 5.935 -1.380 0.0002
H -5.448 1.156 2.780 0.0002
H -1.456 -4.055 -0.464 0.0000
H 1.856 -3.026 0.192 -0.0025
H -0.379 -1.603 5.388 -0.0002
C -2.712 -1.387 -5.553 0.0016
C 4.402 -0.079 -1.803 -0.0084
H 0.406 3.167 4.003 0.0009
V 0.321 -0.336 0.303 0.8006
H 0.240 -3.861 -2.127 0.0007
C -0.860 1.033 4.736 -0.0001
H -8.166 2.576 -1.089 0.0000
H 0.955 0.316 5.631 -0.0018
C 3.062 -0.279 -1.510 -0.0384
C 0.565 2.735 3.028 -0.0042
H 2.394 7.106 -1.699 0.0000
C 0.108 1.495 2.579 0.0394
H -1.029 -0.448 -4.652 -0.0011
H -1.786 -2.675 0.621 -0.0056
H -4.496 -2.412 -6.201 -0.0005
C 1.262 3.336 1.963 0.0112
H -4.368 -1.247 -2.086 -0.0005
C -1.983 -0.058 2.804 -0.0233
H 0.642 1.498 7.746 0.0000
H -2.920 -0.879 4.606 0.0004
C -4.551 -1.877 -4.112 0.0015
H -2.986 3.211 6.260 0.0000
C -2.631 -0.667 -3.222 0.0008
N -0.031 -2.498 -0.530 0.0075
H 1.285 -0.461 3.711 0.0108
N 0.095 0.912 -1.268 -0.0546
F 5.724 0.089 1.549 0.0000
C 1.510 2.692 -0.510 0.0070
C -3.167 2.015 -0.603 -0.0024
C -4.500 0.209 0.385 0.0024
C -0.757 0.697 -2.293 -0.0115
C -1.719 0.380 0.312 -0.0490
H 1.446 -2.556 -2.019 -0.0009
C -3.899 -1.264 -3.059 -0.0033
C 0.394 -2.795 -1.898 0.0209
H -1.337 2.955 8.093 0.0000
H -0.515 -3.918 4.833 -0.0007
C 2.415 3.824 -0.826 0.0036
C -0.637 0.402 3.348 0.0106
H 0.030 -4.773 2.522 0.0077
C -2.044 -0.790 -4.501 -0.0002
C 4.662 4.684 -1.041 0.0000
C -7.575 2.264 -0.235 -0.0001
C -2.019 1.896 0.069 0.0285
C -1.954 1.876 4.942 0.0000
C 0.811 -3.255 0.417 0.0019
C -0.100 1.606 6.963 0.0004
H 0.645 -4.334 0.274 -0.0005
H -3.701 2.907 -0.892 0.0009
C -1.203 2.424 7.158 0.0002
C 0.490 -2.815 1.810 -0.0376
H -2.673 2.003 4.144 -0.0001
H -1.371 2.686 0.422 0.0006
F 3.150 -0.297 2.068 -0.0011
H 4.178 2.660 -0.497 -0.0004
H -7.410 2.604 3.122 0.0000
C -2.986 -0.663 3.554 -0.0060
H -2.221 -1.455 -6.518 0.0001
C 1.205 2.444 0.889 0.0076
F 6.617 0.234 -1.018 0.0002
C -4.088 -0.915 2.715 -0.0039
C -3.667 0.586 -0.644 -0.0075
C -6.483 1.436 -0.424 0.0001
H -2.054 -2.504 -1.113 -0.0012
C 3.493 -0.245 0.766 0.0623
C -6.055 1.454 1.936 0.0005
F 4.847 0.014 -3.076 -0.0001
C 1.924 5.084 -1.160 0.0012
C 0.073 0.928 5.764 0.0021
C -0.207 -3.214 4.064 -0.0346
N 0.533 1.320 1.303 -0.0204
C -1.418 -2.960 -0.363 0.0161
N -2.485 -0.230 -0.802 -0.0069
H -0.768 1.622 -4.372 -0.0002
H 0.851 5.230 -1.198 -0.0003
C 0.469 -1.403 1.995 0.0733
F 2.244 -0.319 -2.593 0.0007
C 0.886 2.003 -1.517 0.0085
H -5.525 -2.322 -3.938 0.0001
C 3.796 3.639 -0.764 0.0028
C -5.688 1.020 0.655 -0.0017
C 0.117 -3.717 2.752 0.0963
C -3.980 -1.931 -5.379 -0.0035
H -5.045 -1.316 3.008 0.0000
C -2.127 2.561 6.135 0.0005
H -0.187 -2.197 -2.600 -0.0053
C 0.306 -0.863 3.391 0.0198
C 0.683 2.348 -2.924 0.0085
H -8.783 3.329 1.193 0.0000
C -1.926 -0.038 -2.125 -0.0110
C 5.306 0.040 -0.767 0.0030
C 4.843 -0.038 0.534 0.0006
C 2.791 6.132 -1.438 -0.0004
C -3.758 -0.449 1.457 0.0036
H -6.227 1.082 -1.416 0.0002
C 2.534 -0.389 -0.232 0.0301
C -0.139 -1.911 4.375 0.0467
H 4.840 6.753 -1.593 0.0000
H 1.707 4.319 1.954 0.0007
H 5.733 4.521 -0.994 0.0000
C -7.924 2.686 1.041 0.0002
C -0.297 1.548 -3.404 -0.0056



13
Properties=species:S:1:pos:R:3:mulliken_charge:R:1 method="wB97M-V/def2-TZVPD" de_lowest_ev=8.035 max_force_ev_per_a=4.5 gap_ev=7.05
C -0.924 -0.964 0.117 0.5643
N -1.337 -0.172 1.271 -0.5227
C 1.758 -0.634 0.131 -0.3081
H 2.631 -0.842 -0.595 0.2073
H 2.127 -0.596 1.240 0.1955
H -0.050 2.468 -0.360 0.3641
H -0.451 0.035 1.941 0.2922
C -1.860 -0.314 -0.771 -0.3718
C -1.343 0.684 0.126 0.6394
C -0.046 1.389 -0.318 -0.9921
C 0.780 0.302 -0.417 0.3694
C 0.457 -1.031 -0.470 -0.6918
H -1.740 -0.325 -1.895 0.2542



6
Properties=species:S:1:pos:R:3:mulliken_charge:R:1 method="wB97M-V/def2-TZVPD" de_lowest_ev=3.743 max_force_ev_per_a=9.6 gap_ev=11.54 smiles="O=C=O.C#N"
N -1.796 -0.030 1.243 -0.3186
C -2.562 0.451 0.552 0.0630
O 3.114 -1.229 0.271 -0.1978
H -3.283 0.895 -0.088 0.2582
O 1.912 0.446 -1.515 -0.3911
C 2.615 -0.534 -0.462 0.5863



16
Properties=species:S:1:pos:R:3:mulliken_charge:R:1 method="wB97M-V/def2-TZVPD" de_lowest_ev=0.916 max_force_ev_per_a=0.6 gap_ev=11.15 smiles=CC(C)(O)CO
C 0.184 0.212 0.085 1.2560
H 0.373 -2.019 0.064 0.3030
H 1.208 -0.734 1.423 0.4217
C -0.173 1.708 0.113 -1.5361
H -0.943 1.935 0.861 0.3217
C 0.422 -0.302 -1.372 -1.4950
H 0.727 2.263 0.394 0.3689
O 1.361 0.054 0.878 -0.6130
H -1.802 -0.726 0.172 0.3269
H -0.517 2.085 -0.854 0.3234
H 1.462 -0.155 -1.675 0.3545
H -0.237 0.221 -2.068 0.3661
O -0.263 -2.004 0.795 -0.5342
H 0.197 -1.369 -1.532 0.3779
C -0.856 -0.711 0.728 -0.6460
H -1.061 -0.412 1.763 0.4042



11
Properties=species:S:1:pos:R:3:mulliken_spin:R:1 method="wB97M-V/def2-TZVPD" spin_multiplicity=8 de_lowest_ev=0.833 max_force_ev_per_a=6.2 gap_ev="4.10 / 8.66" total_charge=+4 s_squared=16.470
H 1.673 -1.619 -1.316 0.0253
H 1.283 -1.857 0.495 0.0386
O -2.891 1.377 -0.312 0.0071
H -1.079 -0.556 1.388 -0.0053
C -1.987 0.834 0.045 -0.0070
H 0.275 -0.110 -1.617 0.0210
Tb 1.840 2.630 1.180 6.4329
C 0.266 -0.196 -0.455 0.1277
C 1.026 -1.408 -0.466 0.3172
O 0.446 0.811 0.523 -0.0004
C -0.852 0.094 0.535 0.0427



21
Properties=species:S:1:pos:R:3:mulliken_spin:R:1 method="wB97M-V/def2-TZVPD" spin_multiplicity=2 de_lowest_ev=0.360 max_force_ev_per_a=3.4 gap_ev=4.98 s_squared=0.753
O 3.993 1.018 2.172 0.0084
C -2.267 -0.565 0.000 0.0054
H -0.113 -0.057 -0.050 0.0012
O -0.841 -0.579 1.864 -0.0001
O -2.499 0.074 -1.249 -0.0002
Cs -7.611 -0.996 -4.964 0.0000
H -2.120 -1.644 -0.150 -0.0002
H -3.134 -0.426 0.662 0.0006
H -1.180 1.138 0.748 -0.0020
C -1.032 0.051 0.625 -0.0042
H 2.961 1.602 -0.156 0.0331
C 3.404 0.607 -0.089 0.8758
C -3.570 -0.306 -1.963 -0.0002
H 4.521 0.714 2.915 -0.0006
C 4.389 0.340 0.986 -0.0399
H -0.133 -0.133 2.365 0.0013
O -3.814 0.360 -3.000 0.0000
O -4.328 -1.212 -1.537 0.0000
H 5.396 0.693 0.685 0.0682
H 3.502 0.068 -1.032 0.0233
H 4.477 -0.746 1.167 0.0301



17
Properties=species:S:1:pos:R:3:mulliken_charge:R:1 method="wB97M-V/def2-TZVPD" de_lowest_ev=0.157 max_force_ev_per_a=1.2 gap_ev=6.55 total_charge=-1
N 0.452 -0.738 -0.088 -0.4034
C 2.138 0.167 1.413 -0.4049
H 2.078 -0.635 2.154 0.3089
O -3.090 -0.337 -3.126 -0.7184
H -1.440 -0.802 0.735 0.2752
H -2.505 -0.193 -2.311 0.4672
H 1.955 2.546 1.767 0.0979
C 0.801 0.396 0.735 -0.6866
H -1.148 -1.862 -0.746 0.2654
H -0.015 0.578 1.446 0.3063
H 2.880 -0.122 0.680 0.2989
H -3.913 -0.648 -2.747 0.2518
H 0.812 1.349 0.191 0.2922
S 2.761 1.633 2.298 -0.2911
O -1.552 0.103 -1.082 -0.9429
C -1.034 -0.863 -0.295 -0.3550
H 0.821 -0.573 -1.022 0.2384



15
Properties=species:S:1:pos:R:3:mulliken_charge:R:1 method="wB97M-V/def2-TZVPD" de_lowest_ev=6.560 max_force_ev_per_a=1.6 gap_ev=8.32
H -2.435 0.749 0.850 0.3692
H -1.155 -0.874 2.111 0.3919
H 1.335 -0.701 0.280 0.3966
H -0.204 1.743 -1.005 0.2624
H -0.857 -1.356 0.349 0.3512
N 1.573 -0.663 -0.971 0.7149
O 0.504 -0.469 -1.628 -0.6256
C -0.520 -0.797 1.225 -0.2635
H 3.389 -0.862 -0.845 0.2252
H -0.911 1.640 1.361 0.3062
C -1.417 1.039 0.616 -0.6535
C -1.048 1.147 -0.693 -0.3380
N 2.675 -0.711 -1.562 -0.8057
H -1.653 0.742 -1.491 0.2435
O 0.723 -0.625 1.402 -0.5749



49
Properties=species:S:1:pos:R:3:mulliken_spin:R:1 method="wB97M-V/def2-TZVPD" spin_multiplicity=2 de_lowest_ev=0.000 max_force_ev_per_a=0.6 gap_ev="7.87 / 7.00" total_charge=+3 s_squared=0.755
H -0.670 3.124 -0.574 0.0000
H -5.566 -3.735 2.012 0.0001
H 6.804 -0.937 1.571 -0.0001
C -4.446 -0.971 -0.534 0.0013
N 0.688 4.722 -0.195 0.0002
C 5.026 0.246 1.828 0.0088
H -4.327 -4.078 0.813 0.0000
Br 5.944 -3.424 0.170 0.0023
P 1.584 2.278 -1.002 0.0134
H 5.523 1.068 2.324 0.0001
H -6.738 -2.224 0.461 0.0000
C -5.010 -3.306 1.177 0.0002
C 3.690 -1.793 0.600 0.0003
C -5.961 -2.881 0.059 -0.0001
H 0.103 4.874 0.628 0.0000
H 3.068 1.148 1.925 0.0033
C 5.736 -0.867 1.408 -0.0013
C 5.059 -1.899 0.774 0.0082
Au 0.863 -0.753 1.009 0.5230
H 4.154 2.092 -3.383 0.0001
C 3.660 0.297 1.621 0.0026
C 0.225 3.544 -1.024 0.0020
H -3.820 -0.510 -1.297 0.0000
H 0.690 5.595 -0.725 0.0001
H 2.361 0.874 -2.798 0.0000
H 3.128 -2.581 0.114 0.0033
H 3.308 3.476 -3.628 0.0000
H -5.896 -1.824 -1.835 0.0000
S 1.538 -2.873 3.717 -0.0225
H -3.435 -2.450 2.405 0.0001
H -5.128 -0.216 -0.137 0.0002
H 1.416 2.182 -3.501 -0.0001
C -5.208 -2.171 -1.064 -0.0001
H -4.861 -1.419 2.235 -0.0002
C -2.321 -1.094 0.625 0.0042
H 1.665 4.520 0.103 0.0001
O 2.740 3.021 -0.390 0.0007
H -6.472 -3.757 -0.338 0.0000
N 3.429 2.692 -2.985 0.0003
H -4.508 -2.863 -1.539 0.0000
N -1.192 -0.811 0.653 0.0745
C 2.145 1.938 -2.732 0.0007
N 3.017 -0.712 1.019 0.1176
H -0.024 3.898 -2.022 0.0001
O 1.024 1.009 -0.447 0.0237
N -3.565 -1.399 0.591 -0.0033
C -4.216 -2.131 1.717 0.0017
H 3.755 3.054 -2.067 0.0000
C 1.017 -1.973 2.659 0.2343



65
Properties=species:S:1:pos:R:3:mulliken_charge:R:1 method="wB97M-V/def2-TZVPD" max_force_ev_per_a=2.2 gap_ev=6.98 total_charge=+1
Br -5.730 -0.398 0.375 -0.0222
Br 3.775 7.253 5.316 0.0024
H -5.520 -2.421 -1.031 0.3042
H 5.734 0.800 -1.348 0.4976
Br -10.625 -3.700 -4.919 0.0048
C -0.645 -3.690 -1.881 -1.2017
C -0.036 1.952 0.967 0.6831
C 0.566 1.304 -0.259 -0.0560
H 4.347 -1.842 -1.193 0.2469
Br -7.923 -1.945 -1.356 0.0560
H -1.427 -1.501 2.606 0.3093
H 0.323 2.670 2.632 0.3314
H -0.291 -0.388 -3.028 0.5478
N 1.681 0.119 -2.447 0.2086
H -2.159 1.442 -0.657 0.4208
C -1.012 -2.407 2.153 -1.2487
H 0.061 -2.968 -2.311 0.2243
H -12.568 -2.569 -3.890 0.3458
C 1.947 1.307 -0.468 0.0565
C -0.241 0.642 -1.215 0.9486
Br -5.361 -0.681 -2.785 -0.0448
H 6.044 5.026 1.965 0.4440
C 4.753 0.832 -0.863 -0.5526
Br -11.123 -2.809 -1.897 -0.0526
C 0.357 0.085 -2.298 -0.4566
O -2.625 -3.455 -0.593 -0.5308
C -0.222 -1.988 0.887 -0.4032
H 2.073 -0.316 -3.278 0.3314
C 3.164 5.480 5.748 -0.3289
C -2.052 -0.721 -0.151 -0.0007
H -2.131 -0.314 0.858 0.2758
H 4.745 -2.359 0.462 0.4300
C -6.061 -1.495 -1.178 -0.2944
H 0.453 -2.828 0.648 0.4499
H 4.155 0.154 1.100 0.2781
C 5.729 4.114 1.474 -0.3765
C -1.755 0.523 -1.080 -1.6555
Br 6.510 4.127 -0.289 -0.0295
H -1.239 -4.200 -2.639 0.3991
H -0.022 -4.409 -1.330 0.2893
H 4.616 1.863 -0.518 0.0375
C 4.773 -0.217 0.266 0.6739
C -1.554 -2.972 -0.869 0.4341
H -3.049 -1.066 -0.457 -0.1658
H 2.568 1.794 0.279 0.1212
O 3.783 0.562 -1.904 -0.5964
O -1.193 1.791 1.292 -0.5830
H -2.192 0.382 -2.076 0.4915
H 0.440 -1.146 1.131 0.0934
Br 1.286 5.254 5.363 -0.0192
O 6.100 -0.365 0.778 -0.5860
H -0.289 -2.853 2.847 0.4366
C 4.228 -1.598 -0.132 -1.1223
H 3.166 -1.698 0.141 0.0881
Br -11.080 -0.620 -4.216 0.0040
H 6.086 0.169 1.575 0.2805
H -1.777 -3.157 1.939 0.2772
C 2.511 0.685 -1.571 -0.1353
O 0.757 2.720 1.766 -0.3018
Br 6.375 2.650 2.542 -0.0252
C -11.503 -2.442 -3.753 -0.3328
Br 4.234 4.129 4.881 0.0323
N -1.031 -1.757 -0.315 0.6864
H 3.288 5.350 6.815 0.3400
Br 3.808 4.117 1.390 0.0399